14
Properties=species:S:1:pos:R:3:forces:R:3:mulliken_charge:R:1 method="wB97M-V/def2-TZVPD" mol_weight_da=104.174 multiplicity=1 homo_ev=-7.69 e_above_lowest_kcal_mol=67.36 orbital_gap_ev=7.26 total_charge=0 lumo_ev=-0.43
C 1.212 -0.524 0.363 0.7 1.8 -0.3 -0.863
C -0.234 -0.265 0.122 -0.2 1.3 0.7 0.763
C -1.308 -1.130 0.790 1.4 1.5 -0.7 -1.058
C 0.330 1.720 -0.865 -2.1 1.3 -2.4 -0.629
O -0.736 0.791 -0.573 2.4 -3.0 2.0 -0.291
S 1.454 0.585 1.955 -1.2 -0.6 -0.6 -0.325
H 1.431 -1.531 0.729 -0.1 0.3 -0.7 0.321
H 2.026 0.023 -0.269 -1.9 -1.8 0.6 0.290
H -0.700 -1.922 1.249 -1.2 -0.1 0.1 0.279
H -2.074 -1.352 0.044 0.3 -0.7 -0.1 0.376
H -1.856 -0.471 1.478 0.5 -0.4 0.3 0.302
H 1.052 1.820 -0.087 0.4 -0.1 0.5 0.314
H -0.311 2.589 -0.954 0.6 0.8 0.1 0.251
H 0.679 1.531 -1.894 0.3 -0.2 0.6 0.270

---

176
Properties=species:S:1:pos:R:3:forces:R:3:mulliken_charge:R:1 method="wB97M-V/def2-TZVPD" mol_weight_da=1226.097 multiplicity=1 homo_ev=-10.13 e_above_lowest_kcal_mol=37.65 orbital_gap_ev=6.40 total_charge=+1 lumo_ev=-3.73
C 1.482 1.139 0.926 -1.8 -0.8 -1.3 -0.201
C 0.379 1.369 0.425 0.9 -0.6 0.0 -0.564
C -0.988 1.492 -0.333 1.7 -0.1 0.9 0.247
C -1.225 0.118 -1.036 2.5 0.1 -0.1 0.375
C -0.126 -0.683 -1.562 -4.9 0.8 1.0 -1.145
N -0.835 -1.810 -2.040 -0.6 0.0 -0.5 0.330
B -0.289 -3.066 -2.685 1.2 -2.2 -0.7 0.604
O -0.073 -3.212 -4.072 -1.2 -0.1 2.6 -0.511
O -0.031 -4.144 -1.807 -1.2 1.8 -1.0 -0.519
C -2.201 -1.740 -1.856 1.7 1.5 0.4 -0.308
I -3.490 -3.326 -2.467 0.6 1.3 0.5 0.246
N -2.455 -0.527 -1.219 1.5 -1.4 -1.1 0.499
C -3.822 -0.136 -0.825 -1.8 -0.2 -0.4 -0.289
O -4.120 1.227 -1.086 0.4 -1.2 1.5 -0.430
C -5.218 1.595 -0.192 -0.9 1.7 -0.7 -0.366
C -6.604 0.978 -0.617 -0.9 0.0 1.1 -0.592
C -6.986 -0.377 0.151 1.3 -0.1 -1.2 -0.826
H 2.402 0.575 1.204 -1.1 1.3 -0.1 0.362
H -1.753 1.752 0.443 0.4 -0.2 -1.0 0.139
H -0.845 2.327 -1.082 -0.6 -0.9 0.8 0.350
H 0.970 -0.500 -1.580 -1.2 -0.4 -0.1 0.534
H -0.283 -4.157 -4.240 0.7 0.6 -0.2 0.293
H -0.594 -4.025 -1.014 0.8 -0.3 -0.3 0.358
H -4.528 -0.756 -1.462 1.0 0.4 0.7 0.005
H -4.045 -0.418 0.243 0.7 0.4 -0.8 0.344
H -5.315 2.716 -0.322 0.3 -1.3 0.1 0.311
H -4.953 1.433 0.894 -0.2 -0.2 -1.1 0.325
H -6.720 0.863 -1.738 0.5 0.2 1.3 0.307
H -7.400 1.728 -0.318 1.0 -0.6 -0.4 0.413
H -6.202 -0.587 0.942 -1.2 0.3 -0.5 0.250
H -6.851 -1.209 -0.609 -0.5 0.6 1.0 0.181
H -8.026 -0.376 0.560 1.1 -0.1 -0.3 0.320
C 5.030 -2.496 -4.118 0.1 -0.2 -0.2 0.226
O 4.615 -1.698 -3.289 -0.3 -0.1 0.1 -0.669
N 4.415 -3.654 -4.458 0.3 0.5 0.1 0.180
C 4.961 -4.561 -5.452 -0.2 -0.1 0.2 -0.820
C 3.170 -3.989 -3.800 0.2 0.2 0.2 -1.088
H 5.969 -2.324 -4.667 0.0 0.0 0.0 0.216
H 4.238 -4.675 -6.264 0.1 -0.1 -0.1 0.308
H 5.144 -5.531 -4.988 0.1 0.0 -0.3 0.243
H 5.896 -4.177 -5.858 -0.1 0.1 0.1 0.298
H 2.436 -3.203 -3.990 0.0 -0.1 0.0 0.375
H 3.345 -4.049 -2.723 -0.2 -0.1 0.0 0.321
H 2.787 -4.942 -4.163 0.1 0.0 0.0 0.398
C -0.616 1.181 4.015 0.3 0.0 0.2 -0.014
O -1.766 1.580 4.116 0.0 0.0 0.0 -0.570
N 0.347 1.335 4.950 -0.3 -0.2 -0.5 0.226
C 1.693 0.835 4.757 -0.1 0.1 0.2 -0.899
C 0.023 2.025 6.187 -0.4 0.1 -0.1 -0.863
H -0.267 0.658 3.111 0.1 0.0 0.1 0.280
H 1.924 0.117 5.548 0.2 0.0 -0.1 0.354
H 2.396 1.669 4.806 0.1 -0.1 0.0 0.336
H 1.789 0.343 3.790 -0.1 0.0 0.0 0.210
H -0.785 1.495 6.694 0.1 0.1 0.1 0.215
H -0.315 3.037 5.952 0.0 0.0 0.1 0.270
H 0.895 2.071 6.837 0.0 -0.1 -0.1 0.408
C 8.073 -0.556 -6.522 0.0 0.3 0.0 0.105
O 8.044 -1.517 -5.773 -0.1 0.0 0.1 -0.610
N 7.900 0.732 -6.143 0.1 -0.4 -0.3 0.159
C 7.948 1.827 -7.092 0.0 0.0 0.3 -0.920
C 7.658 1.026 -4.741 0.0 -0.2 0.0 -0.874
H 8.249 -0.669 -7.604 0.0 0.1 0.0 0.290
H 8.748 2.513 -6.807 -0.1 0.1 -0.1 0.328
H 6.992 2.356 -7.077 0.1 0.1 -0.1 0.336
H 8.135 1.459 -8.101 0.0 -0.1 0.1 0.298
H 8.500 0.663 -4.148 -0.1 0.0 0.1 0.292
H 6.753 0.507 -4.415 0.1 0.1 0.1 0.183
H 7.539 2.098 -4.592 0.0 0.0 -0.1 0.409
C -6.062 4.694 3.759 0.2 0.1 0.3 0.255
O -7.090 5.320 3.931 0.1 0.0 0.0 -0.604
N -4.999 4.688 4.597 -0.3 -0.1 -0.6 0.197
C -3.806 3.913 4.319 -0.2 0.2 0.3 -0.527
C -5.053 5.483 5.812 -0.2 0.0 -0.1 -0.850
H -5.914 4.057 2.869 0.1 -0.1 0.0 0.098
H -3.646 3.200 5.130 0.2 -0.1 -0.2 0.322
H -2.949 4.587 4.253 0.1 -0.2 0.0 0.269
H -3.904 3.367 3.380 0.0 0.0 0.1 -0.015
H -5.897 5.151 6.420 0.1 0.1 0.1 0.296
H -5.202 6.532 5.550 0.0 0.0 0.2 0.295
H -4.130 5.375 6.379 -0.1 0.0 -0.1 0.267
C -1.786 -1.431 8.141 -0.3 -0.2 -0.1 0.062
O -1.324 -0.312 8.289 -0.1 0.1 0.0 -0.549
N -3.036 -1.705 7.705 0.5 -0.1 0.2 0.232
C -3.520 -3.065 7.553 -0.2 0.1 0.0 -0.902
C -3.922 -0.602 7.378 0.3 0.2 0.0 -0.960
H -1.196 -2.336 8.360 0.0 0.0 0.0 0.261
H -3.802 -3.230 6.510 0.0 -0.1 0.0 0.337
H -4.394 -3.207 8.193 0.0 -0.1 -0.1 0.296
H -2.751 -3.785 7.833 0.0 0.1 0.0 0.293
H -3.468 0.002 6.589 -0.1 0.1 0.0 0.304
H -4.055 0.023 8.264 -0.1 0.1 -0.2 0.261
H -4.889 -0.976 7.045 0.1 -0.1 0.1 0.365
C -5.153 -1.487 10.514 0.0 0.1 0.3 0.388
O -5.896 -2.198 9.862 0.0 0.0 0.1 -0.649
N -5.442 -0.950 11.722 0.3 -0.1 -0.4 0.066
C -4.501 -0.112 12.437 -0.3 -0.1 0.1 -0.892
C -6.737 -1.224 12.319 -0.1 -0.2 -0.2 -0.968
H -4.146 -1.219 10.153 0.0 0.0 0.1 0.073
H -4.273 -0.571 13.401 0.1 0.2 0.0 0.345
H -4.948 0.872 12.599 0.2 0.0 0.1 0.336
H -3.576 0.005 11.870 -0.1 -0.1 0.0 0.289
H -6.853 -2.301 12.450 -0.1 0.1 0.0 0.301
H -7.524 -0.867 11.652 -0.1 -0.1 0.1 0.303
H -6.823 -0.726 13.285 0.1 0.0 -0.1 0.387
C 6.668 -7.434 -3.617 0.3 0.0 0.1 0.172
O 6.606 -7.534 -4.829 0.1 0.0 0.1 -0.626
N 7.810 -7.457 -2.890 -0.5 0.0 0.0 0.100
C 7.807 -7.332 -1.447 0.2 0.0 -0.2 -0.922
C 9.078 -7.611 -3.581 -0.2 0.0 -0.3 -0.920
H 5.763 -7.314 -2.997 0.0 0.0 0.1 0.265
H 8.390 -6.453 -1.161 0.0 -0.1 0.2 0.342
H 8.258 -8.225 -1.008 0.0 0.1 0.2 0.340
H 6.790 -7.224 -1.068 0.0 0.0 -0.1 0.294
H 9.205 -6.789 -4.288 0.1 -0.1 0.0 0.285
H 9.074 -8.551 -4.136 0.1 0.1 0.0 0.300
H 9.902 -7.610 -2.868 -0.1 0.0 0.0 0.379
C 5.313 3.474 -2.650 -0.3 -0.1 0.0 0.088
O 5.893 4.432 -3.123 -0.1 0.0 -0.1 -0.627
N 3.967 3.310 -2.620 0.5 -0.2 0.1 0.245
C 3.351 2.138 -2.039 0.0 0.3 -0.1 -0.979
C 3.118 4.344 -3.189 0.5 0.1 -0.1 -1.021
H 5.861 2.632 -2.193 -0.1 -0.1 0.0 0.338
H 2.761 1.629 -2.808 0.0 -0.2 0.1 0.279
H 2.696 2.446 -1.221 0.0 -0.2 0.0 0.470
H 4.105 1.450 -1.654 0.0 0.0 -0.1 0.236
H 3.368 4.471 -4.245 -0.1 0.0 0.0 0.308
H 3.302 5.283 -2.672 -0.2 0.0 -0.2 0.418
H 2.068 4.073 -3.091 0.1 0.0 0.1 0.272
C -3.184 5.048 9.448 0.2 -0.1 0.0 0.099
O -3.516 5.867 8.612 0.2 -0.1 0.0 -0.597
N -1.992 4.403 9.478 -0.4 0.1 0.2 0.160
C -1.664 3.436 10.508 0.2 0.0 -0.3 -0.854
C -1.015 4.691 8.447 -0.2 0.2 -0.1 -0.734
H -3.854 4.759 10.274 0.1 0.0 0.0 0.314
H -0.778 3.775 11.049 0.0 -0.1 0.1 0.355
H -1.458 2.470 10.040 0.0 -0.1 0.2 0.260
H -2.489 3.323 11.211 0.0 0.1 -0.1 0.265
H -0.766 5.754 8.473 0.1 -0.1 -0.1 0.359
H -1.443 4.457 7.470 0.1 0.1 0.0 0.018
H -0.113 4.100 8.602 -0.1 0.0 0.1 0.376
C -4.629 -4.548 -8.351 0.1 0.0 0.0 0.044
O -5.637 -3.889 -8.177 0.2 0.0 0.2 -0.600
N -3.565 -4.581 -7.510 -0.1 -0.1 -0.2 0.197
C -2.392 -5.393 -7.780 -0.4 0.1 0.8 -1.036
C -3.606 -3.778 -6.306 -0.3 0.0 -0.3 -0.854
H -4.501 -5.191 -9.236 0.1 0.0 0.0 0.364
H -2.257 -6.107 -6.961 0.1 0.0 0.0 0.332
H -1.517 -4.744 -7.848 0.1 -0.2 -0.1 0.250
H -2.503 -5.935 -8.707 -0.1 0.1 0.2 0.490
H -4.465 -4.084 -5.701 0.0 0.2 0.1 0.317
H -3.727 -2.727 -6.578 0.0 0.0 0.2 0.341
H -2.688 -3.905 -5.732 0.0 0.0 -0.1 0.192
C -0.640 -5.545 -11.140 0.1 0.1 -0.3 0.069
O -1.404 -5.763 -10.213 0.4 0.2 -0.9 -0.557
N -0.485 -4.350 -11.754 0.1 -0.5 0.2 0.102
C 0.444 -4.164 -12.852 -0.2 0.2 0.1 -0.917
C -1.272 -3.219 -11.298 -0.1 -0.2 0.2 -0.850
H 0.002 -6.335 -11.561 0.0 0.0 0.0 0.273
H 1.178 -3.404 -12.575 0.1 0.0 -0.2 0.336
H -0.107 -3.832 -13.734 0.2 0.0 -0.1 0.337
H 0.963 -5.093 -13.084 -0.1 0.0 0.1 0.292
H -1.055 -3.031 -10.244 -0.1 0.1 0.0 0.243
H -2.334 -3.456 -11.397 0.0 0.1 0.1 0.285
H -1.039 -2.332 -11.884 0.0 -0.1 0.0 0.363
C 1.942 7.652 -0.954 0.1 0.3 0.0 0.140
O 2.076 6.742 -1.753 -0.1 0.3 0.1 -0.625
N 2.430 8.903 -1.110 -0.3 -0.4 0.2 0.119
C 2.231 9.938 -0.115 0.1 0.0 -0.2 -0.916
C 3.179 9.219 -2.314 0.0 -0.3 -0.1 -0.907
H 1.391 7.518 -0.008 0.0 0.1 0.0 0.250
H 1.693 10.773 -0.569 0.0 0.1 0.2 0.336
H 3.204 10.284 0.242 -0.1 0.1 0.1 0.337
H 1.656 9.560 0.730 0.0 0.0 -0.1 0.291
H 2.545 9.047 -3.187 0.1 0.0 0.0 0.283
H 4.048 8.561 -2.381 0.0 0.1 -0.1 0.287
H 3.506 10.257 -2.297 -0.1 -0.1 0.1 0.373

---

12
Properties=species:S:1:pos:R:3:forces:R:3:lowdin_spin:R:1 method="wB97M-V/def2-TZVPD" mol_weight_da=69.107 multiplicity=2 homo_ev="0.11 / -2.85" e_above_lowest_kcal_mol=23.12 orbital_gap_ev="4.45 / 7.38" total_charge=-1 lumo_ev="4.56 / 4.53"
C -0.558 -1.309 -0.148 -0.2 0.5 -0.1 0.013
C 0.240 -0.126 0.366 0.2 -0.1 0.0 0.046
C 0.199 0.231 1.676 0.8 0.2 -0.3 0.030
C 0.486 1.254 -1.493 -0.7 -0.7 0.0 0.437
N 1.064 0.523 -0.500 0.8 0.5 0.1 0.340
H -1.205 -0.981 -0.966 -0.3 -0.2 0.2 0.003
H -1.073 -1.750 0.701 -0.5 -0.2 -0.2 0.001
H 0.096 -2.064 -0.589 0.2 0.1 0.1 -0.001
H 1.029 0.839 2.021 -0.4 0.5 0.0 0.002
H -0.579 0.021 2.375 -0.3 -0.9 0.3 0.007
H 0.906 2.186 -1.857 0.4 -0.1 0.0 0.066
H -0.604 1.176 -1.585 -0.1 0.3 -0.1 0.055

---

91
Properties=species:S:1:pos:R:3:forces:R:3:mulliken_charge:R:1 method="wB97M-V/def2-TZVPD" mol_weight_da=843.236 multiplicity=1 homo_ev=-0.22 e_above_lowest_kcal_mol=0.00 orbital_gap_ev=4.65 total_charge=-2 lumo_ev=4.43
Pd 0.748 0.588 0.373 0.1 0.0 0.0 -0.678
C -1.212 1.333 -2.303 0.0 0.0 0.0 -1.129
C -1.313 -0.189 -2.337 0.0 0.0 0.0 -1.843
As -1.204 -0.964 -0.507 0.0 0.0 0.0 2.488
C -3.079 -1.558 -0.246 0.0 0.0 0.0 -0.002
C -4.177 -1.245 -1.042 0.0 0.0 0.0 -0.675
C -5.463 -1.621 -0.666 0.0 0.0 0.0 -0.602
C -5.668 -2.320 0.515 0.0 0.0 0.0 -0.488
C -4.581 -2.626 1.325 0.0 0.0 0.0 -0.806
C -3.302 -2.236 0.956 0.0 0.0 0.0 0.160
C -0.454 -2.691 -1.068 0.0 0.0 0.0 0.312
C -1.131 -3.906 -1.052 0.0 0.0 0.0 -0.350
C -0.480 -5.086 -1.393 0.0 0.0 0.0 -0.736
C 0.859 -5.065 -1.757 0.0 0.0 0.0 -0.607
C 1.542 -3.855 -1.779 0.0 0.0 0.0 -0.610
C 0.892 -2.680 -1.431 0.1 0.0 0.0 -0.076
As 0.522 1.860 -1.478 0.0 0.0 0.0 1.319
C 1.560 1.651 -3.167 0.0 0.0 0.0 -0.046
C 1.249 2.259 -4.382 0.0 0.0 0.0 -0.351
C 1.981 1.978 -5.527 0.0 0.0 0.0 -0.722
C 3.039 1.077 -5.473 0.0 0.0 0.0 -0.337
C 3.357 0.463 -4.271 0.0 0.0 0.0 -0.540
C 2.618 0.751 -3.128 0.0 0.0 0.0 -0.159
C 0.225 3.818 -1.605 0.0 0.0 0.0 0.105
C 1.110 4.707 -2.211 0.0 0.0 0.0 -0.544
C 0.894 6.079 -2.159 0.0 0.0 0.0 -0.605
C -0.213 6.588 -1.495 0.0 0.0 0.0 -0.420
C -1.094 5.714 -0.871 0.0 0.0 0.0 -0.662
C -0.869 4.346 -0.920 0.0 0.0 0.0 -0.010
H -2.005 1.768 -1.687 0.0 0.0 0.0 0.607
H -1.287 1.766 -3.305 0.0 0.0 0.0 0.728
H -0.460 -0.609 -2.878 0.0 0.0 0.0 0.298
H -2.213 -0.529 -2.852 0.0 0.0 0.0 0.783
H -4.044 -0.695 -1.966 0.0 0.0 0.0 0.167
H -6.307 -1.362 -1.298 0.0 0.0 0.0 0.348
H -6.670 -2.611 0.810 0.0 0.0 0.0 0.324
H -4.724 -3.155 2.260 0.0 0.0 0.0 0.425
H -2.465 -2.450 1.616 0.0 0.0 0.0 0.004
H -2.173 -3.941 -0.760 0.0 0.0 0.0 0.320
H -1.022 -6.025 -1.364 0.0 0.0 0.0 0.369
H 1.371 -5.987 -2.011 0.0 0.0 0.0 0.337
H 2.593 -3.829 -2.044 0.0 0.0 0.0 0.376
H 1.434 -1.741 -1.410 0.0 0.0 0.0 -0.057
H 0.426 2.965 -4.434 0.0 0.0 0.0 0.348
H 1.725 2.458 -6.466 0.0 0.0 0.0 0.363
H 3.609 0.855 -6.368 0.0 0.0 0.0 0.342
H 4.176 -0.245 -4.218 0.0 0.0 0.0 0.407
H 2.847 0.268 -2.183 0.0 0.0 0.0 -0.133
H 1.984 4.326 -2.726 0.0 0.0 0.0 0.391
H 1.599 6.753 -2.634 0.0 0.0 0.0 0.369
H -0.380 7.658 -1.451 0.0 0.0 0.0 0.339
H -1.949 6.098 -0.328 0.0 0.0 0.0 0.388
H -1.539 3.678 -0.387 0.0 0.0 0.0 0.004
C -2.583 1.915 1.917 0.0 0.0 0.0 -0.446
Si -0.963 1.896 2.909 0.0 0.0 0.0 -0.247
C -0.017 3.480 2.524 0.0 0.0 0.0 -0.647
C -1.522 2.145 4.723 0.0 0.0 0.0 -1.384
N 0.004 0.567 2.578 0.0 0.0 0.0 0.319
C -0.208 -0.748 2.861 0.0 0.0 0.0 0.432
C -1.169 -1.234 3.768 0.0 0.0 0.0 0.069
C -1.369 -2.596 4.009 0.0 0.0 0.0 -0.982
C -0.622 -3.534 3.321 0.0 0.0 0.0 -0.901
C 0.343 -3.089 2.405 0.0 0.0 0.0 -0.187
C 0.605 -1.737 2.175 0.0 0.0 0.0 -0.863
N 1.560 -1.314 1.269 0.0 0.0 0.0 1.548
Si 3.205 -1.483 1.501 0.0 0.0 0.0 -0.240
C 3.773 -3.245 1.949 0.0 0.0 0.0 -1.218
C 4.154 -1.035 -0.071 0.0 0.0 0.0 -0.810
C 3.924 -0.379 2.865 0.0 0.0 0.0 -1.144
H -3.187 2.809 2.114 0.0 0.0 0.0 0.429
H -3.183 1.034 2.163 0.0 0.0 0.0 0.210
H -2.362 1.863 0.847 0.0 0.0 0.0 -0.252
H -0.656 4.367 2.603 0.0 0.0 0.0 0.250
H 0.408 3.435 1.519 0.0 0.0 0.0 -0.027
H 0.814 3.593 3.228 0.0 0.0 0.0 0.343
H -1.844 3.181 4.880 0.0 0.0 0.0 0.319
H -0.695 1.939 5.408 0.0 0.0 0.0 0.340
H -2.355 1.492 4.999 0.0 0.0 0.0 0.381
H -1.777 -0.514 4.307 0.0 0.0 0.0 0.122
H -2.128 -2.908 4.722 0.0 0.0 0.0 0.337
H -0.782 -4.597 3.470 0.0 0.0 0.0 0.267
H 0.920 -3.810 1.833 0.0 0.0 0.0 0.339
H 3.505 -3.947 1.154 0.0 0.0 0.0 0.284
H 3.288 -3.586 2.868 0.0 0.0 0.0 0.317
H 4.858 -3.288 2.096 0.0 0.0 0.0 0.348
H 3.806 -1.627 -0.924 0.0 0.0 0.0 0.075
H 5.228 -1.212 0.051 0.0 0.0 0.0 0.442
H 3.998 0.022 -0.298 0.0 0.0 0.0 0.141
H 3.437 -0.605 3.819 0.0 0.0 0.0 0.285
H 3.707 0.666 2.630 0.0 0.0 0.0 0.169
H 5.006 -0.503 2.989 0.0 0.0 0.0 0.351